[1]
A 9-piece molecular cluster, C19H52Cl2O15 overall. Source: the OMol25 dataset; level of theory: ωB97M-V/def2-TZVPD.

The geometry in XYZ format:
```
88
C19H52Cl2O15 (ωB97M-V/def2-TZVPD)
C 0.14587 -2.74473 0.61603
C -0.52756 -1.66405 1.44082
C -0.19900 -0.36531 0.79266
O -0.04386 -0.69169 -0.58131
C 0.36367 -2.04656 -0.77933
H -0.41303 -3.66782 0.46232
H 1.12645 -2.94669 1.04708
H -0.30572 -1.83416 2.49437
H -1.60921 -1.75374 1.34032
H 0.70960 0.01804 1.25699
H -0.91462 0.43243 0.99168
H 1.42920 -2.03874 -1.00878
H -0.22618 -2.49044 -1.58129
C -5.32052 1.18107 4.09544
C -6.04878 1.40096 5.42376
O -5.27749 1.01461 6.51532
O -4.72088 2.36335 3.55041
H -5.96833 0.59069 3.44745
H -4.53956 0.43050 4.21732
H -7.07173 1.02460 5.42187
H -6.21971 2.46482 5.58834
H -5.56366 1.54038 7.26582
H -4.14345 2.74956 4.21298
C -5.32448 -0.38557 -0.92308
C -5.90455 -1.69972 -1.55741
O -6.48290 -1.49278 -2.81979
O -6.34625 0.48377 -0.60767
H -4.77464 0.10942 -1.72355
H -4.69989 -0.67783 -0.07893
H -6.57374 -2.13719 -0.81653
H -5.04729 -2.35957 -1.69083
H -7.30408 -1.00051 -2.74956
H -6.07690 1.13789 0.04130
C 5.51041 1.16775 0.79729
C 5.30870 2.63637 0.56376
O 5.57284 3.30792 1.74322
O 5.16304 0.26122 -0.24011
H 5.35492 0.70394 1.77136
H 6.57546 1.02160 0.97731
H 4.23472 2.75900 0.42369
H 5.98738 3.05304 -0.18047
H 5.31568 4.21903 1.58402
H 5.53493 -0.61052 -0.08725
C 2.34574 1.54052 7.62202
C 2.47764 1.45964 6.06152
O 3.36348 2.40894 5.58619
O 2.25784 2.85620 8.17233
H 3.15050 1.03160 8.15255
H 1.37258 1.22164 7.99535
H 1.49422 1.69609 5.65523
H 2.80027 0.44082 5.84702
H 3.80211 2.04300 4.81464
H 1.34515 2.97603 8.44481
C -4.02076 5.15875 -1.04110
C -3.57989 5.36827 -2.55142
O -4.10721 6.48447 -3.27465
O -4.39474 6.39154 -0.41890
H -3.17859 4.73028 -0.49772
H -4.86790 4.47490 -0.98802
H -3.78742 4.43745 -3.07925
H -2.49997 5.48553 -2.64163
H -3.76514 6.57010 -4.16754
H -4.86086 6.17551 0.39207
C -0.48090 -4.66989 -5.63712
C -1.60751 -3.79683 -6.24215
O -2.56036 -4.49832 -7.05319
O -0.90037 -5.62855 -4.68190
H 0.34986 -4.02425 -5.35237
H -0.16586 -5.29799 -6.47039
H -1.14313 -2.92995 -6.71221
H -2.30494 -3.38508 -5.51267
H -3.31570 -4.71437 -6.50148
H -0.18934 -5.88293 -4.08918
C 7.75455 -3.48314 -2.36496
C 6.54511 -4.13362 -2.99434
O 6.36429 -5.42986 -2.40873
O 7.52537 -3.16684 -0.99767
H 7.89586 -2.51429 -2.84397
H 8.67465 -4.04196 -2.53601
H 6.65001 -4.22737 -4.07523
H 5.69621 -3.50253 -2.73130
H 6.04657 -5.29597 -1.51277
H 7.80944 -3.91168 -0.46279
C 3.03500 1.50748 -3.80444
Cl 1.94033 2.11075 -4.99447
Cl 4.67458 2.19960 -4.01611
H 2.65624 1.88121 -2.85315
H 3.01817 0.42114 -3.89213
```

The HOMO energy comes out at -9.892 eV. The SMILES is C1CCOC1.ClCCl.OCCO.OCCO.OCCO.OCCO.OCCO.OCCO.OCCO.

---

[2]
C19H54AsF6O8 as an isolated structure. Source: the OMol25 dataset; level of theory: ωB97M-V/def2-TZVPD.

The geometry in XYZ format:
```
88
C19H54AsF6O8 (ωB97M-V/def2-TZVPD)
As 3.73352 -7.84844 -12.67222
F 3.26854 -8.89519 -11.37364
F 2.51306 -6.70896 -12.32313
F 4.34672 -6.95069 -14.02830
F 4.99679 -9.01266 -13.01802
F 2.63391 -8.67481 -13.70743
F 4.78251 -7.01489 -11.59012
C -1.68746 -9.11392 -11.90708
C -0.51617 -8.55702 -12.67674
O -0.18006 -7.24227 -12.23424
H -1.49013 -9.11131 -10.83096
H -1.78525 -10.16216 -12.20348
H -2.62152 -8.57137 -12.04387
H -0.80397 -8.48204 -13.73375
H 0.32911 -9.24129 -12.61600
H 0.77995 -7.18337 -12.14806
C 6.87276 -4.93787 -14.93493
C 6.26435 -5.20907 -16.30661
O 4.85386 -5.24822 -16.24458
H 6.40900 -5.64837 -14.24277
H 6.64504 -3.93647 -14.56288
H 7.95594 -5.05546 -14.89000
H 6.66793 -6.14730 -16.69938
H 6.52639 -4.41012 -17.00171
H 4.58168 -5.89446 -15.57847
C -1.23706 -4.74471 -15.29682
C -0.75098 -4.55325 -13.85683
O -1.70491 -5.08286 -12.94079
H -1.59916 -5.75800 -15.45492
H -0.49570 -4.40423 -16.02125
H -2.09786 -4.08054 -15.44601
H -0.65951 -3.48619 -13.65317
H 0.19434 -5.07897 -13.70594
H -1.37855 -5.95521 -12.67226
C 3.73115 -3.67396 -13.08587
C 3.59880 -2.47011 -14.03469
O 3.39597 -2.89814 -15.37901
H 3.86177 -4.58647 -13.66526
H 2.85024 -3.79065 -12.45921
H 4.64063 -3.58795 -12.48816
H 4.52970 -1.89556 -13.97378
H 2.71757 -1.87510 -13.81074
H 4.04479 -3.59035 -15.56842
C 7.95931 -11.04484 -9.75805
C 7.52289 -10.00358 -10.76323
O 7.83068 -8.68574 -10.30325
H 8.90476 -10.75695 -9.29429
H 8.14391 -11.98616 -10.27921
H 7.22336 -11.17041 -8.96432
H 6.45901 -10.10489 -10.99586
H 8.05184 -10.12532 -11.71560
H 7.11952 -8.08305 -10.54041
C 5.62526 -8.41768 -6.98782
C 4.24379 -7.77536 -7.13694
C 4.30272 -6.26228 -7.10640
O 3.59256 -8.26923 -8.29733
H 6.08770 -8.09541 -6.05418
H 6.24315 -8.08636 -7.82775
H 5.53840 -9.50178 -7.02132
H 3.60020 -8.10643 -6.31642
H 4.84878 -5.81974 -7.94274
H 4.78271 -5.93600 -6.17961
H 3.29243 -5.85041 -7.13364
H 4.14537 -8.12031 -9.07390
C 2.80129 -12.30006 -11.33850
C 3.62994 -12.29734 -10.04420
C 3.09067 -11.46200 -8.92549
O 3.76918 -13.68366 -9.60298
H 3.48806 -12.10714 -12.16626
H 1.99487 -11.57281 -11.41401
H 2.41817 -13.30540 -11.50865
H 4.63569 -11.96866 -10.32169
H 2.13765 -11.86771 -8.56243
H 2.87899 -10.45546 -9.27908
H 3.73216 -11.45356 -8.04434
H 4.66823 -13.94205 -9.81747
C 7.82999 -8.59577 -15.35078
C 6.70696 -9.51970 -15.85108
C 6.99177 -10.06476 -17.25196
O 6.56456 -10.60542 -14.95123
H 7.59611 -8.28327 -14.33196
H 7.94601 -7.70981 -15.98055
H 8.79863 -9.10546 -15.35743
H 5.82878 -8.86400 -15.83000
H 6.12048 -9.91670 -17.89308
H 7.18279 -11.13471 -17.20124
H 7.83479 -9.54715 -17.70729
H 5.99671 -10.32084 -14.22787
```

Its total charge is -1. For the energy above the lowest of the compared OMol25 structures with the same formula, charge and spin, the calculation gives 0.0 kJ/mol. The HOMO energy comes out at -7.290 eV.

---

[3]
A 8-piece molecular cluster, C19H54O10 overall. Source: the OMol25 dataset; level of theory: ωB97M-V/def2-TZVPD.

The geometry in XYZ format:
```
83
C19H54O10 (ωB97M-V/def2-TZVPD)
O -1.75541 -1.94187 0.41623
H -1.96862 -2.84626 0.64614
H -1.70220 -1.48678 1.25665
C 0.62494 0.75121 -1.17683
C 1.61922 1.01817 0.00978
O 1.11102 0.63431 1.29680
O 0.53712 -0.67269 -1.41136
H 1.06620 1.27260 -2.02626
H -0.39750 1.06967 -0.97362
H 1.81625 2.09015 0.02126
H 2.51379 0.41541 -0.14685
H 1.82221 0.91779 1.87597
H -0.20272 -1.00343 -0.89674
C 4.02020 -1.49970 -2.08286
C 5.50898 -1.65994 -1.54724
O 5.84886 -2.99276 -1.62734
O 3.12745 -1.90537 -1.08772
H 3.89053 -2.03592 -3.02294
H 3.88930 -0.46014 -2.38334
H 5.65255 -1.36525 -0.50770
H 6.13942 -1.05111 -2.19527
H 6.12204 -3.30043 -0.75999
H 2.23871 -1.54472 -1.12861
C -4.06479 3.43685 1.30344
C -3.29154 4.20678 0.21766
C -2.07095 3.46020 -0.17187
O -4.20974 4.39782 -0.86673
H -5.14161 3.60272 1.27138
H -3.60219 3.62904 2.27151
H -3.93478 2.36317 1.16769
H -2.97308 5.16015 0.63930
H -1.64073 4.07043 -0.96598
H -2.38716 2.53439 -0.65246
H -1.37341 3.27261 0.64444
H -4.99938 4.73351 -0.43616
C -0.96556 1.56428 3.80489
C -1.53212 0.16383 3.79890
C -3.03509 0.10279 3.99452
O -1.27100 -0.57489 2.67199
H 0.10490 1.71885 3.66952
H -1.22808 2.16186 4.67786
H -1.38941 2.12102 2.96913
H -0.96059 -0.29328 4.60668
H -3.29761 -0.95276 4.06520
H -3.47038 0.56428 3.10815
H -3.37813 0.63111 4.88408
H -0.40684 -0.36770 2.30881
C 5.08868 -0.07597 2.65506
C 4.28539 0.53908 3.79466
C 5.09511 0.86360 5.06079
O 3.77932 1.70849 3.27231
H 5.95051 0.45918 2.25634
H 4.39052 -0.27949 1.84312
H 5.52995 -1.04477 2.88918
H 3.43308 -0.05802 4.11892
H 6.03027 1.37714 4.83749
H 5.30057 0.07882 5.78880
H 4.64324 1.63510 5.68426
H 4.42100 2.34054 3.60452
C -0.22741 -4.27697 -2.02213
C -1.47490 -4.03272 -2.91266
C -2.48239 -5.15231 -2.89646
O -2.10002 -2.92474 -2.36273
H 0.42662 -5.09690 -2.31888
H -0.55651 -4.44633 -0.99689
H 0.42864 -3.40812 -1.96939
H -1.26526 -3.91380 -3.97568
H -2.83089 -5.24426 -1.86777
H -2.00104 -6.08953 -3.17577
H -3.26998 -5.02756 -3.63959
H -2.18588 -3.07290 -1.41811
C -1.97544 0.33086 -4.90286
C -2.54174 0.81825 -3.58973
C -3.32570 2.11982 -3.62671
O -3.26727 -0.30743 -3.11334
H -1.48800 -0.64335 -4.86502
H -1.20006 1.00244 -5.27147
H -2.71071 0.21818 -5.69959
H -1.75983 1.01558 -2.85640
H -4.13202 2.18301 -2.89598
H -3.68416 2.53700 -4.56776
H -2.60214 2.85746 -3.27968
H -2.72467 -1.09938 -3.11096
```

For the energy above the lowest of the compared OMol25 structures with the same formula, charge and spin, the calculation gives 0.0 kJ/mol. The HOMO energy comes out at -9.147 eV. The SMILES is CC(C)O.CC(C)O.CC(C)O.CC(C)O.CC(C)O.OCCO.OCCO.O.

---

[4]
A 7-piece molecular cluster, C19H56N10O7 overall. Source: the OMol25 dataset; level of theory: ωB97M-V/def2-TZVPD.

The geometry in XYZ format:
```
92
C19H56N10O7 (ωB97M-V/def2-TZVPD)
C 0.20908 0.97366 0.77602
O 0.09825 2.18565 0.80917
N 1.22872 0.36443 1.31331
N -0.58836 0.12127 0.26176
H 1.40420 -0.62776 1.38313
H 1.88119 1.02980 1.70274
H -1.46754 0.38135 -0.16190
H -0.45497 -0.85552 0.48133
C 1.43612 6.00506 -0.27738
O 2.06186 5.28628 -1.02291
N 1.10529 7.20740 -0.54960
N 0.75423 5.58196 0.78564
H 1.11633 7.47241 -1.52416
H 0.50646 7.73984 0.06523
H 0.12502 6.24230 1.21940
H 0.76034 4.60972 1.05916
C -0.79332 -3.41630 1.69910
O -0.16875 -2.55546 1.10429
N -2.04047 -3.36130 2.11419
N -0.39493 -4.68092 1.85901
H -2.49009 -2.46181 2.20818
H -2.31030 -4.25071 2.50945
H 0.25382 -5.01476 1.16060
H -0.87478 -5.33078 2.46526
C 2.77007 -2.93588 -0.64695
C 1.75578 -2.76070 -1.81496
C 2.39680 -3.25995 -3.12787
O 3.26805 -2.26058 -3.72095
C 3.98192 -2.66392 -4.86936
N 0.53825 -3.44317 -1.55028
H 3.44886 -3.77395 -0.80501
H 2.19965 -3.23252 0.23324
H 3.18794 -1.93771 -0.51597
H 1.44541 -1.72195 -1.92797
H 1.59654 -3.51283 -3.82338
H 2.89299 -4.22592 -3.03405
H 3.23262 -2.94869 -5.60797
H 4.63456 -3.51718 -4.68463
H 4.53949 -1.82690 -5.28962
H 0.09772 -2.89258 -0.82717
H -0.04901 -3.37429 -2.36910
C -5.29509 -1.56723 1.66555
C -3.95112 -1.03386 1.11065
C -4.23076 0.26713 0.29314
O -3.05387 0.85299 -0.33489
C -3.16438 2.24071 -0.66191
N -3.04990 -0.73993 2.17393
H -5.94333 -1.92827 0.86708
H -5.83649 -0.75872 2.15678
H -5.10659 -2.34380 2.40684
H -3.51238 -1.68145 0.35155
H -4.71094 0.99085 0.95174
H -5.00508 0.10248 -0.45613
H -2.11689 2.50417 -0.80837
H -3.45750 2.86171 0.18457
H -3.74483 2.45836 -1.55847
H -2.24144 -0.35032 1.71056
H -3.57397 -0.01093 2.63654
C 1.02921 2.82301 3.76215
C 2.55029 2.80275 3.58325
C 3.31169 1.73352 4.39541
O 4.73834 1.80482 4.20786
C 5.31642 3.10382 4.37968
N 2.76202 2.56020 2.16894
H 0.72642 3.14659 4.75799
H 0.49943 1.87044 3.75576
H 0.63810 3.54624 3.04656
H 2.85634 3.82724 3.79502
H 3.03991 0.72712 4.07697
H 3.18292 1.90845 5.46355
H 5.05260 3.54559 5.34059
H 5.13540 3.76883 3.53523
H 6.37061 2.84590 4.27839
H 2.15489 3.16128 1.63023
H 3.70248 2.87107 1.97148
C -3.59297 -2.37532 -2.66396
C -2.36679 -1.87441 -3.49799
C -1.53412 -0.73709 -2.86636
O -0.51704 -0.27239 -3.73147
C 0.16828 0.81661 -3.14120
N -1.50523 -3.00880 -3.83332
H -4.17338 -3.11518 -3.21517
H -4.26136 -1.59578 -2.29834
H -3.13127 -2.90745 -1.83224
H -2.68793 -1.53490 -4.48272
H -1.20491 -1.08623 -1.88768
H -2.13513 0.13707 -2.61585
H -0.36493 1.76719 -3.12878
H 1.01718 1.10566 -3.76083
H 0.54688 0.73934 -2.12199
H -0.67296 -2.70522 -4.31836
H -1.95191 -3.62099 -4.50101
```

For the energy above the lowest of the compared OMol25 structures with the same formula, charge and spin, the calculation gives 300.3 kJ/mol. The HOMO energy comes out at -8.276 eV. The SMILES is COC[C@H](C)N.COC[C@H](C)N.COC[C@H](C)N.COC[C@H](C)N.NC(N)=O.NC(N)=O.NC(N)=O.

---

[5]
A 7-piece molecular cluster, C19H56N10O7 overall. Source: the OMol25 dataset; level of theory: ωB97M-V/def2-TZVPD.

The geometry in XYZ format:
```
92
C19H56N10O7 (ωB97M-V/def2-TZVPD)
C 3.42245 -1.05424 -6.09582
O 4.06478 -2.06328 -5.88392
N 3.78850 -0.14532 -7.06121
N 2.21513 -0.79520 -5.49260
H 4.64137 -0.37216 -7.53851
H 3.26608 0.64401 -7.39155
H 1.89635 -1.47053 -4.82008
H 1.55693 -0.10859 -5.81160
C -3.57475 0.53684 -1.76203
O -4.26068 1.47772 -2.11174
N -2.22120 0.48876 -2.02891
N -4.05078 -0.56320 -1.11300
H -1.62347 -0.25463 -1.70530
H -1.83264 1.38321 -2.26734
H -3.44150 -1.28360 -0.76974
H -5.01211 -0.60907 -0.83413
C -2.80766 -6.42879 -4.25982
O -2.96990 -5.63240 -5.16265
N -2.92941 -6.09593 -2.93162
N -2.58291 -7.76654 -4.49133
H -3.19042 -5.16036 -2.68140
H -2.46467 -6.62774 -2.21764
H -2.73714 -8.47434 -3.80055
H -2.36145 -7.97667 -5.44632
C 2.64465 2.46564 -3.44689
C 3.51856 1.71206 -2.44995
C 2.99559 0.36457 -1.91575
O 3.90281 -0.11295 -0.93009
C 3.95484 0.67794 0.22877
N 4.84388 1.56330 -3.09126
H 1.64926 2.70810 -3.05832
H 2.37596 1.84300 -4.31235
H 3.17502 3.33939 -3.80912
H 3.58871 2.39670 -1.60449
H 2.96457 -0.35614 -2.73092
H 1.98125 0.54559 -1.53102
H 4.68653 0.27229 0.93091
H 2.98620 0.79327 0.71907
H 4.39568 1.66639 0.04424
H 4.76005 0.77438 -3.74187
H 5.43728 1.08222 -2.40621
C 0.42096 3.28649 0.99565
C -0.33105 3.59945 2.27445
C -1.20285 2.41384 2.68474
O -2.21437 2.07146 1.77362
C -3.21453 3.04959 1.58492
N 0.67507 3.89581 3.31648
H -0.25078 2.89393 0.22674
H 1.17477 2.50567 1.14106
H 0.94499 4.17286 0.64130
H -0.94678 4.48370 2.12117
H -1.61321 2.66380 3.68327
H -0.61660 1.51290 2.87889
H -2.87255 4.03145 1.24471
H -3.80314 3.12839 2.50510
H -3.85021 2.69686 0.77056
H 0.28905 4.44221 4.07558
H 1.00057 3.00733 3.68241
C 0.47064 -3.82713 -2.82935
C -0.32869 -2.61970 -2.32606
C 0.17685 -2.25757 -0.92453
O -0.51109 -1.17050 -0.35087
C 0.16690 -0.60025 0.73429
N -0.12351 -1.54899 -3.29999
H 0.03406 -4.11809 -3.78624
H 0.37495 -4.63366 -2.10269
H 1.50923 -3.55403 -3.00573
H -1.39237 -2.87522 -2.18578
H 1.26846 -2.16151 -0.95904
H -0.01200 -3.19274 -0.37217
H 0.22733 -1.33997 1.53796
H -0.37942 0.25179 1.14539
H 1.11563 -0.14282 0.44401
H -0.29126 -1.87072 -4.24678
H -0.76422 -0.77619 -3.16270
C -1.44081 -0.09215 4.98923
C -0.76096 0.86413 5.94865
C -1.73443 1.34411 6.98995
O -1.07446 2.16926 7.91460
C -1.92023 2.68511 8.89746
N 0.39940 0.12571 6.54983
H -2.33246 0.34261 4.52931
H -1.78947 -0.99130 5.51032
H -0.75360 -0.49245 4.24643
H -0.31564 1.70348 5.41089
H -2.17504 0.47191 7.50733
H -2.59708 1.87319 6.55387
H -2.75305 3.22554 8.42406
H -1.39558 3.43275 9.49384
H -2.28143 1.92671 9.60044
H 0.06487 -0.21276 7.45349
H 1.07735 0.82203 6.85396
```

For the energy above the lowest of the compared OMol25 structures with the same formula, charge and spin, the calculation gives 114.5 kJ/mol. The HOMO energy comes out at -9.240 eV. The SMILES is COC[C@H](C)N.COC[C@H](C)N.COC[C@H](C)N.COC[C@H](C)N.NC(N)=O.NC(N)=O.NC(N)=O.

---

Calculated lowest unoccupied orbital energy in order - 0.0, 2.6, 0.5, 0.6, 0.4 eV
Calculated molecular weight in order - 591.52, 599.54, 442.63, 536.72, 536.72 g mol⁻¹
Calculated HOMO-LUMO gap in order - 9.859, 9.874, 9.636, 8.835, 9.606 eV